No. 1
# C24H47F2N4O10S4

A cluster of 4 separate species, C24H47F2N4O10S4 in total at a distorted geometry (the ωB97M-V functional and the def2-TZVPD basis, the Open Molecules 2025 dataset).

Gap between HOMO and LUMO, Ha: 0.317
E_LUMO, eV: -3.1
2S+1: 1
Total charge: +1

Element x y z (Å)
C (3.9870, -2.9128, 0.3934)
C (3.2644, -1.6759, -0.4283)
S (1.5759, -2.2374, -1.0193)
C (0.3442, -2.1841, 0.4407)
C (-0.9919, -1.2379, 0.0848)
C (-1.7642, -2.0638, -1.1374)
O (-2.0902, -3.4139, -0.6560)
C (-2.9519, -3.3962, 0.5358)
N (-4.3782, -3.2055, 0.0857)
C (-2.8797, -4.9493, 1.1553)
O (-4.0208, -5.6613, 1.3305)
N (-1.5840, -5.6645, 1.5009)
C (-1.9054, -6.4218, 2.8033)
O (-1.8993, -7.7547, 2.8992)
F (-2.2918, -5.6699, 4.0518)
C (-2.4482, -2.4171, 1.7497)
O (-3.4474, -2.2669, 2.8585)
N (-1.9213, -1.0494, 1.2609)
N (-1.1428, -0.4211, 2.2621)
C (-3.1003, -0.1413, 1.0424)
F (-3.2566, 0.6506, 2.3222)
C (-2.9740, 0.9762, -0.1352)
C (-1.9907, 2.2669, 0.2485)
H (4.7859, -3.4399, -0.3119)
H (3.1891, -3.7618, 0.6493)
H (4.5748, -2.5518, 1.3507)
H (3.1937, -0.7062, 0.2429)
H (3.9578, -1.4234, -1.3640)
H (0.9735, -1.6896, 1.3267)
H (0.0537, -3.2536, 0.8210)
H (-0.4936, -0.2258, -0.3078)
H (-1.0966, -2.1749, -2.1084)
H (-2.7643, -1.5655, -1.4817)
H (-4.5886, -3.9896, -0.5975)
H (-4.5305, -2.3361, -0.4686)
H (-0.8249, -5.0053, 1.7834)
H (-1.5566, -3.0126, 2.2789)
H (-4.3703, -2.1529, 2.4931)
H (-0.4363, 0.2214, 1.8246)
H (-0.6258, -1.1244, 2.8315)
H (-4.1362, -0.6869, 0.8991)
H (-2.6652, 0.5878, -1.1917)
H (-4.0579, 1.4587, -0.2681)
H (-2.6252, 3.2745, 0.3147)
H (-1.4605, 2.1544, 1.2855)
H (-1.1427, 2.4487, -0.5494)
C (3.7262, 2.4665, -2.6941)
C (2.9182, 3.7485, -2.8898)
C (1.5596, 3.5407, -2.2226)
S (1.8251, 2.3649, -0.9040)
O (1.1017, 1.1505, -1.2170)
O (1.6915, 3.0404, 0.3713)
C (3.5556, 2.0910, -1.2296)
H (4.7798, 2.6070, -2.9528)
H (3.3224, 1.6735, -3.3347)
H (3.4404, 4.5855, -2.4105)
H (2.8037, 3.9968, -3.9496)
H (1.1697, 4.4725, -1.8053)
H (0.8335, 3.1113, -2.9184)
H (3.8156, 1.0522, -1.0193)
H (4.1282, 2.7616, -0.5818)
C (9.4292, 3.1647, -1.7525)
C (9.9497, 3.6868, -3.0908)
C (8.7787, 3.6810, -4.0721)
S (7.3013, 3.8834, -3.0883)
O (6.5131, 2.6730, -3.1864)
O (6.7401, 5.1966, -3.3355)
C (8.1192, 3.8978, -1.5051)
H (10.1450, 3.3367, -0.9433)
H (9.2484, 2.0854, -1.8218)
H (10.3193, 4.7116, -2.9636)
H (10.7816, 3.0821, -3.4652)
H (8.8519, 4.5013, -4.7906)
H (8.7052, 2.7271, -4.6017)
H (7.4909, 3.4137, -0.7555)
H (8.2978, 4.9416, -1.2302)
C (-7.7911, 0.3380, 3.4515)
C (-7.6812, -1.1790, 3.5969)
C (-8.2355, -1.8038, 2.3177)
S (-7.9716, -0.6039, 1.0206)
O (-9.2609, -0.1419, 0.5513)
O (-6.9480, -1.0937, 0.1190)
C (-7.2639, 0.6582, 2.0607)
H (-7.2246, 0.8624, 4.2266)
H (-8.8413, 0.6422, 3.5344)
H (-6.6274, -1.4585, 3.7174)
H (-8.2194, -1.5411, 4.4785)
H (-7.7160, -2.7317, 2.0653)
H (-9.3105, -1.9879, 2.3954)
H (-7.5619, 1.6460, 1.7052)
H (-6.1755, 0.5550, 2.0187)



No. 2
# C4H9NO

The molecule C4H9NO at a distorted geometry (the ωB97M-V functional and the def2-TZVPD basis, the Open Molecules 2025 dataset).

Gap between HOMO and LUMO, Ha: 0.356
E_LUMO, eV: 0.9
Structure (SMILES): C[C@H]1[C@@H](N)[C@H]1O
ΔE to the lowest compared entry with this formula, charge and spin, kcal/mol: 51.9
2S+1: 1

Element x y z (Å)
C (-1.6768, -0.5845, -0.5158)
C (-0.8241, -0.2638, 0.6823)
C (0.6789, -0.5582, 0.6156)
C (0.1991, 0.8560, 0.6329)
H (-1.0434, -0.7835, -1.4132)
H (-2.3518, -1.4512, -0.3156)
H (-2.3117, 0.3586, -0.7599)
H (-1.2562, -0.3785, 1.6925)
H (1.0921, -1.0063, 1.5606)
H (1.7557, -1.9839, -0.4058)
H (1.9653, -0.3610, -0.9054)
H (0.3533, 1.3989, 1.5709)
H (-0.4838, 1.9198, -0.8557)
N (1.2561, -1.0618, -0.6059)
O (0.4032, 1.6278, -0.5521)



No. 3
# C8H14N2

The ion C8H14N2 with charge +2 at a distorted geometry (the ωB97M-V functional and the def2-TZVPD basis, the Open Molecules 2025 dataset).

Gap between HOMO and LUMO (spin up / spin down), Ha: 0.273 / 0.272
E_LUMO (spin up / spin down), eV: -10.8 / -10.8
Structure (SMILES): C=[N+](CCC)C(=[NH2+])C1=CC1
ΔE to the lowest compared entry with this formula, charge and spin, kcal/mol: 66.3
2S+1: 1
Total charge: +2

Element x y z (Å)
C (2.9551, 1.2334, -0.3953)
C (2.3400, 0.1134, -0.0967)
C (0.0900, 1.1818, 1.2000)
C (1.1236, -0.6264, 0.2827)
C (3.7363, -0.0424, -0.5889)
C (-3.5570, -0.1018, -0.6358)
C (-2.2736, 0.7153, -0.1266)
C (-1.3254, -0.4697, 0.1583)
N (1.2000, -1.9559, 0.2243)
N (-0.0241, 0.1012, 0.5228)
H (3.0461, 2.3390, -0.5051)
H (-0.5452, 1.9691, 1.1940)
H (0.9854, 1.3122, 1.8947)
H (3.9951, -0.4695, -1.6596)
H (4.6132, -0.2227, 0.1611)
H (-3.5000, -0.3760, -1.6767)
H (-3.9539, -0.8052, -0.0029)
H (-4.3386, 0.5384, -0.8507)
H (-2.4412, 1.2065, 0.7273)
H (-2.0190, 1.4452, -0.8593)
H (-1.5898, -1.0297, 0.9510)
H (-1.1420, -1.0227, -0.6740)
H (2.0753, -2.4428, 0.0653)
H (0.5497, -2.5907, 0.6902)



No. 4
# C24H40Br3F3N2O7P2

A structure of composition C24H40Br3F3N2O7P2 at a distorted geometry (the ωB97M-V functional and the def2-TZVPD basis, the Open Molecules 2025 dataset).

Gap between HOMO and LUMO, Ha: 0.325
E_LUMO, eV: -0.2
2S+1: 1

Element x y z (Å)
N (9.2828, 4.2437, 2.5966)
C (8.7147, 3.1685, 2.6326)
C (7.7889, 1.9093, 2.3045)
P (8.7978, 0.2936, 2.3924)
O (9.4038, -0.1834, 0.8572)
O (7.7343, -0.9557, 2.9884)
C (6.9020, 2.0818, 0.9437)
C (6.2501, 0.6418, 0.6558)
N (5.5494, -0.3376, 0.5701)
C (5.8371, 3.2940, 1.0338)
C (4.3878, 2.8994, 1.6201)
C (3.2019, 3.0314, 0.5058)
F (3.2568, 4.3753, -0.0491)
Br (3.3013, 1.6614, -0.9234)
C (1.7166, 2.9037, 1.1759)
F (1.6185, 1.6063, 1.7691)
F (1.5578, 3.9999, 2.1029)
Br (0.4268, 3.0060, -0.3869)
P (8.0266, 2.4369, -0.5957)
O (8.7862, 3.9632, -0.4260)
Br (6.6387, 2.4997, -2.4326)
H (7.0115, 1.8485, 3.1703)
H (8.7889, -0.8875, 0.5021)
H (8.1006, -1.8390, 2.7259)
H (6.2860, 4.1031, 1.7378)
H (5.7155, 3.8197, 0.0105)
H (4.1257, 3.7139, 2.4090)
H (4.3406, 1.9005, 2.1766)
H (9.6630, 3.8453, -0.8840)
C (-1.7017, -1.3829, 0.1177)
C (-2.2560, -1.6664, -1.2593)
C (-1.9718, -0.3683, -1.9873)
O (-0.7836, 0.1850, -1.4028)
C (-0.4849, -0.5369, -0.1997)
H (-1.4584, -2.2819, 0.6873)
H (-2.4246, -0.7964, 0.6952)
H (-1.6956, -2.4853, -1.7232)
H (-3.3146, -1.9335, -1.2610)
H (-2.7830, 0.3539, -1.8439)
H (-1.8202, -0.5135, -3.0597)
H (0.3934, -1.1623, -0.3941)
H (-0.2418, 0.1660, 0.6003)
C (-6.7715, -4.2202, 0.4212)
C (-7.5214, -3.2675, -0.4811)
C (-6.3972, -2.4377, -1.0682)
O (-5.2422, -3.2861, -1.1292)
C (-5.5066, -4.4769, -0.3728)
H (-7.3228, -5.1339, 0.6509)
H (-6.5259, -3.7216, 1.3651)
H (-8.0258, -3.8283, -1.2753)
H (-8.2688, -2.6653, 0.0390)
H (-6.1536, -1.5859, -0.4239)
H (-6.6307, -2.0629, -2.0678)
H (-5.6436, -5.3002, -1.0821)
H (-4.6497, -4.7055, 0.2651)
C (0.9758, 8.4263, 2.5165)
C (0.5725, 7.0480, 2.0443)
C (-0.1575, 6.4998, 3.2510)
O (-0.7520, 7.6212, 3.9206)
C (-0.2121, 8.8284, 3.3660)
H (1.1765, 9.1283, 1.7050)
H (1.8741, 8.3565, 3.1394)
H (-0.1181, 7.1359, 1.1987)
H (1.4122, 6.4235, 1.7355)
H (0.5353, 6.0197, 3.9505)
H (-0.9337, 5.7799, 2.9805)
H (-0.9944, 9.2965, 2.7585)
H (0.0606, 9.5143, 4.1715)
C (-6.4497, -8.3694, -4.2661)
C (-5.1724, -8.0184, -4.9936)
C (-4.4554, -7.1565, -3.9739)
O (-4.8572, -7.6238, -2.6785)
C (-5.9682, -8.5170, -2.8369)
H (-6.9390, -9.2684, -4.6456)
H (-7.1584, -7.5373, -4.3378)
H (-4.5938, -8.9280, -5.1870)
H (-5.3340, -7.5081, -5.9449)
H (-4.7555, -6.1067, -4.0593)
H (-3.3682, -7.2165, -4.0647)
H (-5.6104, -9.5339, -2.6419)
H (-6.7427, -8.2740, -2.1056)